Entry 1:
ORCA calculation (wB97M-V/def2-TZVPD) on C4H9IOS in the gas phase.

ORCA input file:
```
! wB97M-V def2-TZVPD RIJCOSX def2/J DEFGRID3
* xyz 0 1
H -1.31941 3.15575 0.83725
C 1.11666 -2.20829 -0.45255
H 0.50527 -0.60362 -1.82164
C -1.50087 1.21973 -0.13306
C -1.12690 2.04746 0.99572
H -0.13109 1.95405 1.47684
I 2.22345 0.62284 -0.27378
C 0.69801 -0.69611 -0.73563
S -0.89482 -0.47839 0.20604
H -1.83784 1.66511 1.73116
H 0.30417 -2.71220 0.18388
O 2.40201 -2.25853 0.08759
H -2.58244 1.04457 -0.37787
H 2.26521 -1.52985 0.81757
H -1.16508 1.50469 -1.11384
H 1.04365 -2.72720 -1.42766
*
```

- Total energy: -25275.80350 eV
- SMILES string: CCS[C@@H](I)CO
- E_HOMO: -8.93 eV

Formally, the natural (NBO) partial charges of the atoms, in units of the elementary charge, are as follows: number 1, H, carries 0.213; number 2, C, carries -0.094; number 3, H, carries 0.228; number 4, C, carries -0.526; number 5, C, carries -0.641; number 6, H, carries 0.236; number 7, I, carries 0.148; number 8, C, carries -0.546; number 9, S, carries 0.186; number 10, H, carries 0.214; number 11, H, carries 0.175; number 12, O, carries -0.696; number 13, H, carries 0.233; number 14, H, carries 0.462; number 15, H, carries 0.218; number 16, H, carries 0.190

=====

Entry 2:
ORCA calculation (wB97M-V/def2-TZVPD) on C5H7N3O2 in the gas phase.

ORCA input file:
```
! wB97M-V def2-TZVPD RIJCOSX def2/J DEFGRID3
* xyz 0 1
N 0.94892 1.98972 0.23651
H -2.01499 1.72716 -0.73354
N 1.84038 -1.06000 1.64320
C -1.01847 1.89733 -1.16529
C 0.19146 -0.13239 0.00551
H -0.83887 2.97702 -1.21964
H 2.64914 -0.84172 2.20680
C 0.03357 1.25022 -0.33069
H -1.00940 1.48689 -2.18503
O 1.72155 1.12103 1.01652
N -1.69672 -1.35451 -1.02258
C 1.25990 -0.11861 0.89959
H 1.48896 -2.00567 1.60703
H -1.98892 -0.45184 -1.38460
C -0.56299 -1.29719 -0.43153
O -0.12455 -2.42801 0.15508
H -0.87896 -2.75944 0.70267
*
```

- Total energy: -13862.65498 eV
- SMILES string: [H]/N=C(/O)c1c(C)noc1N
- E_HOMO: -8.51 eV

Formally, the natural (NBO) partial charges of the atoms, in units of the elementary charge, are as follows: number 1, N, carries -0.156; number 2, H, carries 0.229; number 3, N, carries -0.801; number 4, C, carries -0.655; number 5, C, carries -0.386; number 6, H, carries 0.246; number 7, H, carries 0.412; number 8, C, carries 0.208; number 9, H, carries 0.229; number 10, O, carries -0.313; number 11, N, carries -0.697; number 12, C, carries 0.577; number 13, H, carries 0.429; number 14, H, carries 0.340; number 15, C, carries 0.557; number 16, O, carries -0.721; number 17, H, carries 0.502

=====

Entry 3:
ORCA calculation (wB97M-V/def2-TZVPD) on a gas-phase ion, C6H14NSi (charge +1).

ORCA input file:
```
! wB97M-V def2-TZVPD RIJCOSX def2/J DEFGRID3
* xyz 1 1
C 0.87701 -0.26610 1.81962
C -0.85116 2.26896 0.43500
H -2.59088 0.51554 -1.52688
H 0.16808 2.69672 0.75964
C 2.02388 0.90319 -1.00001
Si 0.67353 -0.17758 0.00085
N -2.58964 -0.80672 -0.14806
H -2.09119 -1.30113 0.62342
H -1.71990 2.81835 0.59986
C -2.17166 0.32310 -0.61039
H 1.96098 -0.01351 2.16096
H 2.51617 1.47122 -0.23261
H 2.70696 0.29457 -1.51439
C 0.10082 -1.79390 -0.81853
C -1.03523 1.10929 -0.15788
H -3.16527 -1.35419 -0.76405
H 0.97587 -2.49166 -0.77393
H 0.64127 -1.22545 2.24046
H -0.43120 -1.76500 -1.72772
H 0.26366 0.52486 2.23116
H -0.54556 -2.29254 -0.24516
H 1.63625 1.67112 -1.58582
*
```

- Total energy: -15808.60032 eV
- SMILES string: C=C(C=[NH2+])[Si](C)(C)C
- E_HOMO: -13.95 eV

Formally, the natural (NBO) partial charges of the atoms, in units of the elementary charge, are as follows: number 1, C, carries -1.182; number 2, C, carries -0.283; number 3, H, carries 0.215; number 4, H, carries 0.236; number 5, C, carries -1.029; number 6, Si, carries 1.603; number 7, N, carries -0.639; number 8, H, carries 0.432; number 9, H, carries 0.211; number 10, C, carries 0.265; number 11, H, carries 0.283; number 12, H, carries 0.239; number 13, H, carries 0.251; number 14, C, carries -1.113; number 15, C, carries -0.429; number 16, H, carries 0.430; number 17, H, carries 0.273; number 18, H, carries 0.262; number 19, H, carries 0.249; number 20, H, carries 0.264; number 21, H, carries 0.214; number 22, H, carries 0.248

=====

Entry 4:
ORCA calculation (wB97M-V/def2-TZVPD) on a molecular structure, C39H35BIrN6O2PS2.

ORCA input file:
```
! wB97M-V def2-TZVPD RIJCOSX def2/J DEFGRID3
* xyz 1 2
N 0.84271 -1.93777 -0.47836
H -2.62507 -5.24438 1.13667
H 4.83679 -3.05782 -3.90211
N 1.22641 -2.47349 1.83895
C 2.87655 -2.96607 -3.04647
C 3.16380 1.96826 -5.65586
C -1.48637 -4.63302 -2.50899
C -2.91109 -5.75870 -0.93582
C -1.20773 4.68809 -1.45637
C -2.50087 4.25348 -1.40751
C 1.91860 -5.07210 -2.36190
H -5.29440 0.95693 0.24025
H 3.28008 4.15114 -1.52571
H -3.32628 -0.21318 1.21907
H -0.83907 -0.23327 -1.50683
H 0.83912 4.37684 -0.88830
N -1.97550 1.16315 0.54386
C 2.16921 1.00544 -2.12430
H -1.17362 -4.45496 -3.53146
C 1.70187 -2.18953 0.53067
C -4.30696 1.37424 0.10824
N 0.53275 1.91503 0.40855
H -0.42290 -1.16878 -6.34304
C -0.76899 -0.44306 -2.56704
H -3.13477 -3.79044 3.08300
Ir -0.25791 0.25696 1.22680
H -1.19930 -4.30935 2.93874
C 2.38405 0.95473 -3.48917
C -0.14396 -1.61247 -2.99781
C 3.26300 3.18411 -3.45308
S 1.70210 -0.74923 1.82454
C -1.26083 0.46140 -3.49315
C -2.79825 3.05254 -0.72488
H 3.09680 2.95284 -6.11666
H -3.70908 -6.46162 -0.73608
C -1.13627 0.19913 -4.85134
C -2.30891 -5.08393 0.11472
H 1.09970 -5.63906 -1.93599
C -2.49984 -5.53712 -2.24709
C -3.20602 0.70838 0.66626
C -0.02181 -1.87388 -4.36073
H 2.80381 -1.88852 -3.14739
C -1.28728 -4.17977 -0.14317
H -1.86790 -3.39019 4.59416
C -1.62611 -2.14602 2.72686
C 1.82097 -3.69024 -2.48518
C 2.48725 2.16663 -1.43484
H 5.01106 -5.51526 -3.66861
H 3.53023 -2.63194 -0.43455
C -0.40140 2.77289 -0.21339
H -2.97638 -6.06463 -3.06246
H -1.72879 1.37794 -3.15459
H -3.30357 4.81978 -1.86075
H 2.09520 0.07038 -4.04778
H 3.85228 -4.74147 0.48609
C 4.11842 -5.00331 -3.33432
C -1.74661 2.32702 -0.14022
H -4.93733 3.07155 -1.02072
C -0.15556 3.96397 -0.85680
H -1.51754 0.90753 -5.57522
C 3.04404 -4.13189 0.87031
C 4.02302 -3.62071 -3.46427
H 4.16022 1.57439 -5.86608
O 2.40094 3.59903 0.72575
H 2.39237 -5.52706 2.36302
B -2.00363 -3.51404 3.40197
H 1.11649 -3.62044 3.54732
S 2.12843 2.26413 0.28859
P 0.43947 -2.78065 -1.76635
H 0.47135 -2.77522 -4.70587
H 3.13910 -6.80279 -2.69771
N 2.90690 -2.92518 0.30340
C -0.87470 -3.95588 -1.45190
C 3.03655 3.25861 -2.08630
C 3.06846 -5.72699 -2.78849
N -1.25775 -1.18806 2.19631
C 2.25681 -4.55538 1.91939
O 2.81309 1.16447 0.93965
H 1.73554 0.16446 -1.59242
H 2.43960 1.31099 -6.13728
H -0.96972 5.61706 -1.95697
H 3.69040 4.03531 -3.96855
C -0.51996 -0.96617 -5.28466
C 1.47733 -3.56225 2.52670
C 2.92919 2.04176 -4.17370
C -4.10507 2.53445 -0.58315
H -0.82826 -3.64013 0.67471
*
```

- Total energy: -88515.17576 eV
- E_HOMO (spin up / spin down): -10.48 / -10.60 eV
- <S²>: 0.7538

Formally, the Löwdin partial charges of the atoms, in units of the elementary charge, are as follows: number 1, N, carries -0.102; number 2, H, carries 0.093; number 3, H, carries 0.114; number 4, N, carries -0.248; number 5, C, carries -0.093; number 6, C, carries -0.037; number 7, C, carries -0.080; number 8, C, carries -0.052; number 9, C, carries -0.043; number 10, C, carries -0.028; number 11, C, carries -0.069; number 12, H, carries 0.117; number 13, H, carries 0.120; number 14, H, carries 0.105; number 15, H, carries 0.069; number 16, H, carries 0.096; number 17, N, carries -0.075; number 18, C, carries -0.052; number 19, H, carries 0.109; number 20, C, carries -0.693; number 21, C, carries -0.021; number 22, N, carries -0.307; number 23, H, carries 0.112; number 24, C, carries -0.080; number 25, H, carries 0.018; number 26, Ir, carries 1.040; number 27, H, carries 0.009; number 28, C, carries -0.032; number 29, C, carries -0.286; number 30, C, carries -0.016; number 31, S, carries 0.979; number 32, C, carries -0.049; number 33, C, carries -0.155; number 34, H, carries 0.083; number 35, H, carries 0.113; number 36, C, carries -0.056; number 37, C, carries -0.047; number 38, H, carries 0.111; number 39, C, carries -0.063; number 40, C, carries -0.090; number 41, C, carries -0.088; number 42, H, carries 0.095; number 43, C, carries -0.060; number 44, H, carries 0.019; number 45, C, carries -0.184; number 46, C, carries -0.299; number 47, C, carries -0.285; number 48, H, carries 0.113; number 49, H, carries 0.155; number 50, C, carries -0.248; number 51, H, carries 0.111; number 52, H, carries 0.107; number 53, H, carries 0.119; number 54, H, carries 0.097; number 55, H, carries 0.146; number 56, C, carries -0.060; number 57, C, carries -0.176; number 58, H, carries 0.128; number 59, C, carries 0.004; number 60, H, carries 0.113; number 61, C, carries -0.032; number 62, C, carries -0.059; number 63, H, carries 0.091; number 64, O, carries -0.260; number 65, H, carries 0.117; number 66, B, carries -0.408; number 67, H, carries 0.146; number 68, S, carries 0.617; number 69, P, carries 0.949; number 70, H, carries 0.111; number 71, H, carries 0.114; number 72, N, carries 0.139; number 73, C, carries -0.293; number 74, C, carries -0.043; number 75, C, carries -0.061; number 76, N, carries -0.084; number 77, C, carries -0.011; number 78, O, carries -0.457; number 79, H, carries 0.081; number 80, H, carries 0.076; number 81, H, carries 0.116; number 82, H, carries 0.122; number 83, C, carries -0.066; number 84, C, carries -0.057; number 85, C, carries -0.251; number 86, C, carries 0.018; number 87, H, carries 0.064